{
  "formula": "C10H69ClN2O31P",
  "method": "ωB97M-V/def2-TZVPD",
  "homo_ev": -4.84,
  "homo_lumo_gap_ev": 6.290,
  "charge": -1,
  "e_lumo_ev": 1.4,
  "elements": ["Cl", "P", "O", "O", "O", "O", "O", "O", "O", "O", "O", "O", "O", "O", "O", "O", "O", "O", "O", "O", "O", "O", "O", "O", "O", "O", "O", "O", "O", "O", "O", "O", "O", "N", "N", "C", "C", "C", "C", "C", "C", "C", "C", "C", "C", "H", "H", "H", "H", "H", "H", "H", "H", "H", "H", "H", "H", "H", "H", "H", "H", "H", "H", "H", "H", "H", "H", "H", "H", "H", "H", "H", "H", "H", "H", "H", "H", "H", "H", "H", "H", "H", "H", "H", "H", "H", "H", "H", "H", "H", "H", "H", "H", "H", "H", "H", "H", "H", "H", "H", "H", "H", "H", "H", "H", "H", "H", "H", "H", "H", "H", "H", "H", "H"],
  "xyz": [[1.14238, -3.14516, 1.08499], [4.22539, -2.20389, 1.23282], [-5.68116, 0.65334, -0.25960], [2.35267, -6.38161, -1.52772], [2.57927, 0.94003, -2.14343], [-5.00298, 6.29665, 4.45892], [-1.32082, -2.25331, -4.62061], [-3.47766, 3.27224, 3.14979], [5.83635, -1.60230, 0.78572], [1.92860, 4.77254, 1.35810], [3.56161, 3.71394, -1.74580], [-0.99420, -0.14130, 3.42548], [4.33962, -3.79842, 1.07459], [-1.49707, -3.17949, -0.82808], [-7.62471, -4.87986, -0.17480], [3.82071, -6.56374, 5.94987], [7.61496, -3.08468, 2.68148], [-2.38009, 7.29456, 2.80569], [-8.23754, 2.55599, -0.13212], [3.66384, 0.58555, 4.78631], [-5.62621, -2.32636, 0.13579], [-5.57999, 4.93172, 0.11280], [-2.21074, 5.26639, 0.74842], [4.29749, -8.72569, -0.41809], [5.69587, 3.60298, -4.27590], [5.99909, 1.30586, -0.67733], [3.76629, -1.68474, 2.82946], [4.31955, -6.05513, 2.75903], [5.91211, 0.84378, -5.45007], [-7.54359, 1.82429, -3.09719], [0.04910, -4.13037, -2.41838], [-4.91688, -3.24920, -2.31744], [-0.48097, 4.86315, 3.06475], [1.82899, -2.41846, -0.31714], [-0.92233, 2.35939, 0.61246], [2.93331, -1.43923, -0.01048], [-0.33086, -3.06517, -1.46231], [0.75646, -1.81178, -1.24005], [-1.35913, -0.02754, -1.40823], [3.14460, 0.62061, -3.65469], [-2.56283, 0.54075, -0.42977], [-2.03709, 1.36644, 0.88578], [1.59370, 0.12915, -3.04590], [-0.00978, -0.51535, -0.61744], [1.47428, -1.61293, -2.69197], [2.15843, 4.35490, 0.51440], [-3.34709, -0.31140, -0.19240], [-4.08780, -3.51943, -2.73981], [3.56806, -8.33070, -0.91908], [-4.79713, -2.59658, -0.28659], [3.09776, 2.87856, -1.90725], [-3.15949, 1.33190, -1.09559], [-9.15382, 2.34133, 0.09843], [-6.04384, 4.09634, -0.04865], [6.52789, 3.99910, -3.97650], [-3.04006, 3.53711, 3.97268], [-1.81843, -0.80903, -2.14775], [-1.75150, 0.55032, 1.70103], [-6.55877, 1.04843, -0.14781], [3.35687, -7.39912, 5.78841], [8.28554, -3.27435, 2.00833], [-1.17724, 3.24578, 1.14394], [0.57946, 0.69469, -3.52320], [4.27929, -6.38552, 5.11516], [-8.50232, -4.48477, -0.06301], [0.67815, 0.43513, -0.43387], [-4.42122, 3.29121, 3.36981], [2.57186, -2.02845, -2.75869], [-1.21040, 5.25815, 2.56376], [-6.16298, -3.13318, 0.13536], [-5.12141, 5.10994, -0.72190], [4.02655, 0.02520, -3.11518], [4.49157, -5.28665, 2.19429], [3.62014, -0.23065, 5.30660], [0.80630, -1.93538, -3.61767], [4.33198, -0.84933, 2.99205], [4.02019, 3.89216, -2.58050], [6.88553, -2.68969, 2.18048], [-0.83248, -2.69659, -5.33042], [-3.12701, 5.05173, 0.97896], [-5.73241, 6.69165, 3.95792], [2.54685, -0.45213, 0.53521], [5.92571, 3.18534, -5.11960], [4.77793, -6.78192, 2.31130], [-0.52630, 0.40925, 4.07127], [-7.71894, 1.79757, -2.14450], [-0.37317, -0.83091, 0.47569], [-2.93870, 1.96862, 1.33683], [6.66967, 1.11618, -1.35048], [-5.45365, -4.05603, -2.31787], [5.26966, 1.70085, -1.17833], [0.18962, 4.67348, 2.39160], [2.48419, -5.49380, -1.16223], [4.99664, 0.52955, -5.49763], [-2.69462, 8.13444, 3.17240], [-1.14008, -0.97745, 3.89278], [-7.78385, -5.83186, -0.08850], [1.43640, -6.59627, -1.29718], [-1.58985, 7.09206, 3.32875], [-4.33240, 6.10698, 3.78576], [3.47090, 1.28396, 5.42980], [3.60023, -1.14475, -0.95591], [-1.71264, -2.98175, -4.11571], [-8.10603, 3.44380, 0.23337], [-2.07922, 6.15420, 1.11391], [-6.70112, 1.35546, -3.19336], [5.81536, -0.60618, 0.68171], [3.36028, 1.79184, -3.73908], [-1.03778, 0.90489, -2.08016], [-0.94317, 2.67858, -0.40196], [6.41994, 0.15487, -5.90427], [2.76061, 5.16866, 1.65750], [4.96808, -8.91537, -1.09124], [-5.84029, -0.29866, -0.17329]],
  "forces_ev_per_a": [[0.19, 0.46, 0.14], [0.44, -4.85, -0.49], [-0.69, 0.28, -0.07], [-0.04, -0.34, 0.29], [-3.22, -2.07, -2.66], [-0.16, 0.13, -0.36], [-0.18, -0.11, -0.51], [-0.36, 0.44, 0.47], [-3.42, 0.79, 1.20], [0.46, 0.12, -0.15], [0.22, -0.07, -0.23], [0.21, -0.29, 0.89], [-0.21, 6.12, 0.87], [5.37, 1.63, -2.48], [-0.45, -0.20, 0.04], [0.00, -0.44, -0.04], [0.27, 0.05, -0.23], [0.07, 0.38, 0.40], [-0.30, 0.23, 0.25], [-0.01, -0.05, 0.50], [-0.17, -0.10, 0.44], [-0.14, -0.12, -0.25], [-0.17, 0.38, 0.01], [0.19, -0.26, -0.42], [0.39, 0.26, -0.08], [0.10, -0.17, -0.32], [2.84, 1.03, -3.13], [0.39, -0.64, 0.16], [-0.02, -0.34, -0.33], [0.19, -0.15, 0.19], [-1.08, 5.67, 4.36], [0.11, -0.53, -0.48], [-0.22, 0.50, 0.22], [0.77, 1.45, -1.27], [-1.07, 1.00, -0.48], [0.68, 1.26, 0.97], [-2.91, -5.38, -1.79], [-0.98, -0.74, -0.68], [0.10, 1.10, -0.48], [-0.95, 1.38, 5.75], [-0.08, 0.91, -0.97], [-1.51, -1.27, 0.40], [3.09, 0.57, 0.02], [-0.65, -0.04, 1.30], [-0.11, 2.94, -1.16], [-0.14, 0.00, 0.14], [1.92, 1.79, -0.12], [-0.05, 0.12, 0.28], [0.07, 0.35, 0.19], [-0.17, 0.08, -0.15], [-0.26, -0.18, 0.13], [1.14, -1.75, 1.31], [0.31, -0.02, -0.10], [0.44, 0.12, 0.01], [-0.34, -0.12, -0.03], [0.05, -0.12, -0.29], [1.07, 1.27, 1.56], [-0.29, 2.17, -1.91], [0.25, -0.07, 0.07], [0.17, 0.40, 0.00], [-0.34, 0.05, 0.25], [0.48, -1.62, -0.94], [3.21, -1.41, 1.61], [-0.21, 0.13, -0.13], [0.32, -0.05, -0.06], [-1.29, -2.15, -0.61], [0.27, -0.07, -0.10], [-2.39, 0.68, 0.21], [0.18, -0.69, -0.08], [0.18, 0.24, -0.05], [-0.11, -0.09, 0.24], [-1.54, 0.78, -2.57], [-0.20, 0.32, -0.07], [-0.04, 0.15, -0.22], [1.40, 0.22, 2.41], [-1.39, -1.53, 0.03], [-0.02, 0.04, 0.17], [0.22, -0.13, 0.00], [-0.15, 0.06, 0.37], [0.14, -0.16, 0.02], [0.26, -0.19, 0.19], [0.81, -1.88, -1.24], [-0.17, -0.19, 0.30], [-0.27, 0.23, 0.09], [-0.10, -0.09, -0.34], [0.10, 0.11, -0.23], [0.88, 0.47, -2.40], [1.52, -1.46, -0.98], [-0.22, 0.03, 0.23], [0.14, 0.28, 0.06], [0.00, 0.06, 0.21], [0.15, -0.01, 0.03], [-0.15, -0.13, -0.14], [0.19, 0.13, 0.14], [0.02, -0.27, -0.19], [0.06, 0.18, -0.25], [0.19, 0.33, 0.00], [0.20, 0.40, -0.22], [-0.03, -0.11, -0.06], [-0.01, 0.05, 0.11], [0.09, -0.19, -0.34], [-1.86, -0.74, 1.93], [0.51, 0.09, 0.21], [-0.06, -0.25, -0.15], [-0.25, -0.04, -0.26], [-0.24, 0.10, 0.10], [0.09, -1.13, -0.06], [-0.30, -2.85, -1.39], [-0.66, -1.91, 1.28], [-0.20, -0.70, 1.62], [-0.14, 0.25, 0.16], [-0.36, -0.16, -0.07], [-0.27, 0.11, 0.29], [0.20, -0.23, 0.04]]
}